P | Computed, not measured: the molecule C2H3NOS2, with wB97M-V/def2-TZVPD.

Geometry as XYZ:
```
9
C2H3NOS2 wB97M-V/def2-TZVPD
O 3.16009 0.48502 0.03113
C 1.94690 0.51689 -0.00917
S 0.99356 -0.97972 0.03585
N -0.58357 -0.57153 -0.39576
C -1.54932 -0.23041 0.48551
S -3.01307 0.16937 -0.05133
H 1.25146 1.41038 -0.20570
H -0.94886 -0.41093 -1.39882
H -1.25719 -0.38908 1.50830
```

Values from the calculation:
Structure (SMILES): O=CSNC=S
Gap between HOMO and LUMO (eV): 9.117

Here are the Mulliken charges for atoms 1 to 8, given in e:
1 O -0.43
2 C 0.16
3 S 0.00
4 N -0.27
5 C 0.00
6 S -0.34
7 H 0.28
8 H 0.27

Q | Computed, not measured: a structure of composition C2H3NOS2, with wB97M-V/def2-TZVPD.

Geometry as XYZ:
```
9
C2H3NOS2 wB97M-V/def2-TZVPD
C 0.27741 -1.46956 0.57216
C -0.33359 1.69425 -0.09212
H 0.61333 -2.75154 0.19602
H -0.27549 -1.12367 -1.41472
H -0.65623 1.43636 1.05283
N -0.42179 -0.81205 -0.38497
O -0.00859 0.54396 -0.66200
S 1.16678 -0.71821 1.79560
S -0.36185 3.20047 -1.06282
```

Values from the calculation:
Gap between HOMO and LUMO (eV): 8.065

Here are the Mulliken charges for atoms 1 to 8, given in e:
1 C -0.04
2 C 0.04
3 H 0.23
4 H 0.34
5 H 0.23
6 N -0.22
7 O -0.14
8 S -0.21

R | Computed, not measured: the molecule C2H3NOS2, with wB97M-V/def2-TZVPD.

Geometry as XYZ:
```
9
C2H3NOS2 wB97M-V/def2-TZVPD
O -1.25016 -1.95881 -1.30466
C -0.25152 -1.28989 -1.21110
N 0.00033 -0.31863 -0.34276
S 1.48961 0.49098 -0.72830
C -0.76413 -0.06715 0.75887
S -0.50187 1.18251 1.75030
H 0.66195 -1.53561 -1.86485
H 1.29381 1.42080 0.15078
H -1.66667 -0.61788 0.91218
```

Values from the calculation:
Structure (SMILES): O=CN(S)C=S
Gap between HOMO and LUMO (eV): 8.755

Here are the Mulliken charges for atoms 1 to 8, given in e:
1 O -0.49
2 C 0.17
3 N -0.04
4 S -0.03
5 C 0.02
6 S -0.36
7 H 0.28
8 H 0.10

Least stable = Q

P | Computed, not measured: a structure of composition CH3N5, with wB97M-V/def2-TZVPD.

Geometry as XYZ:
```
9
CH3N5 wB97M-V/def2-TZVPD
N -0.59544 1.47501 -0.56500
N -1.10099 -0.77393 -0.48095
N -0.64959 0.29441 0.13342
N -0.32965 -1.71257 0.04825
N 1.72213 -0.66129 0.95423
C 0.56726 -0.85574 0.58770
H -0.93827 2.24461 -0.00196
H -1.04684 1.42011 -1.47250
H 2.37139 -1.43061 0.79681
```

Values from the calculation:
Gap between HOMO and LUMO (spin up / spin down) (eV): 8.938 / 8.939

Here are the Mulliken charges for atoms 1 to 8, given in e:
1 N -0.50
2 N -0.27
3 N 0.33
4 N -0.35
5 N -0.47
6 C 0.45
7 H 0.24
8 H 0.27

Q | Computed, not measured: the molecule CH3N5, with wB97M-V/def2-TZVPD.

Geometry as XYZ:
```
9
CH3N5 wB97M-V/def2-TZVPD
H 1.15383 -1.40496 -1.65251
N 1.42508 -1.07749 -0.73980
C 0.46268 -0.27295 -0.47839
N -0.65348 0.15824 -1.25586
N -1.29236 0.89727 -0.39292
N -0.70921 0.74770 0.79999
N 0.39208 0.06904 0.90642
H -0.85398 1.66975 1.28994
H 0.07535 -0.78660 1.52313
```

Values from the calculation:
Structure (SMILES): [H]/N=c1\nn[nH][nH]1
Gap between HOMO and LUMO (eV): 9.156

Here are the Mulliken charges for atoms 1 to 8, given in e:
1 H 0.27
2 N -0.60
3 C 0.42
4 N -0.25
5 N -0.24
6 N 0.04
7 N -0.24
8 H 0.27

Least stable = P

P | Computed, not measured: a cluster of 2 separate species, C4H16N4 in total, with wB97M-V/def2-TZVPD.

Geometry as XYZ:
```
24
C4H16N4 wB97M-V/def2-TZVPD
C -1.33914 -2.14107 -1.54641
C -0.75636 -1.49993 -0.31622
N 0.23833 -0.14301 -0.88174
C 1.41822 0.02532 -0.07461
C 1.12962 0.88892 1.16308
N 2.34009 0.95297 1.98119
N 0.66068 2.21434 0.82956
H -0.56844 -2.30211 -2.29711
H -2.08958 -1.48142 -1.97950
H -1.79913 -3.09861 -1.29266
H 0.06438 -2.06451 0.14062
H -1.45557 -1.43331 0.51332
H 0.50687 -0.33640 -1.84168
H 2.21766 0.52047 -0.64119
H 1.81767 -0.95393 0.27589
H 0.29992 0.40965 1.71446
H 2.14299 1.41431 2.86375
H 2.68682 0.02397 2.19200
H 1.17932 2.95032 1.30103
H 0.78615 2.46300 -0.14567
N -2.41197 0.63808 -0.49164
H -1.40231 0.85656 -0.49830
H -2.83483 1.06287 -1.31129
H -2.83143 1.03356 0.34314
```

Values from the calculation:
Structure (SMILES): CCNCC(N)N.N
Gap between HOMO and LUMO (eV): 9.793

Here are the Mulliken charges for atoms 1 to 8, given in e:
1 C -1.12
2 C -0.28
3 N -0.44
4 C -1.13
5 C 0.56
6 N -0.70
7 N -0.61
8 H 0.34

Q | Computed, not measured: a cluster of 2 separate species, C4H16N4 in total, with wB97M-V/def2-TZVPD.

Geometry as XYZ:
```
24
C4H16N4 wB97M-V/def2-TZVPD
C -0.70211 0.23716 1.64135
N 0.56031 -0.22833 0.60065
C 0.29516 -1.28855 -0.37970
C 0.27700 -2.67944 0.26071
N 1.32182 -1.28453 -1.42858
N -1.00466 -1.01530 -0.96154
H -0.78454 -0.62655 2.30455
H -1.55384 0.38244 0.98861
H -0.45179 1.13311 2.18857
H 1.38224 -0.45945 1.14654
H 0.13108 -3.43633 -0.50738
H 1.22097 -2.88256 0.76756
H -0.53889 -2.73753 0.97741
H 1.40744 -0.35197 -1.82046
H 2.22737 -1.55523 -1.06086
H -1.01575 -0.07626 -1.34559
H -1.17877 -1.67616 -1.70938
C -0.71325 2.88844 -0.46740
N 0.46083 2.34530 0.17156
H -0.47984 3.55354 -1.31323
H -1.34278 3.44438 0.24567
H -1.32894 2.07766 -0.86281
H 0.72015 1.13520 0.10523
H 1.09077 3.10096 0.45852
```

Values from the calculation:
Structure (SMILES): CNC(C)(N)N.CN
Gap between HOMO and LUMO (eV): 8.122

Here are the Mulliken charges for atoms 1 to 8, given in e:
1 C -0.90
2 N -0.51
3 C 0.79
4 C -1.54
5 N -0.69
6 N -0.65
7 H 0.34
8 H 0.35

R | Computed, not measured: a cluster of 2 separate species, C4H16N4 in total, with wB97M-V/def2-TZVPD.

Geometry as XYZ:
```
24
C4H16N4 wB97M-V/def2-TZVPD
C 1.44387 0.56451 -1.38354
C 0.82210 -0.28515 -0.27603
C 1.75005 -1.44620 0.07901
C 0.58126 0.65619 1.04911
N -0.32733 1.74252 0.83581
N 0.13384 -0.05360 2.21726
H 1.73862 -0.06399 -2.22885
H 0.74213 1.31044 -1.75485
H 2.33436 1.08424 -1.01986
H -0.09912 -0.70994 -0.68649
H 2.05060 -1.98421 -0.82058
H 2.65095 -1.07921 0.57208
H 1.26344 -2.16273 0.74032
H 1.57477 1.06939 1.27635
H -0.01367 2.33661 0.07987
H -1.27047 1.36292 0.61596
H 0.65487 -0.90489 2.37239
H -0.85707 -0.25345 2.17787
N -2.49119 -0.28999 0.09199
N -2.49078 -0.08088 -1.35679
H -3.21560 -0.97898 0.28783
H -1.59851 -0.75802 0.29334
H -1.93628 0.75789 -1.52897
H -3.44083 0.16652 -1.63326
```

Values from the calculation:
Structure (SMILES): CC(C)C(N)N.NN
Gap between HOMO and LUMO (eV): 9.574

Here are the Mulliken charges for atoms 1 to 8, given in e:
1 C -1.74
2 C 1.44
3 C -1.83
4 C -0.51
5 N -0.70
6 N -0.64
7 H 0.43
8 H 0.35

Least stable = Q

P | Computed, not measured: the molecule C3H9N, with wB97M-V/def2-TZVPD.

Geometry as XYZ:
```
13
C3H9N wB97M-V/def2-TZVPD
C -0.62600 1.60582 -0.62012
C -0.28007 0.08285 -0.62605
N 0.61465 -0.16950 0.48609
C 0.75145 -1.62730 0.79474
H -0.64210 2.02773 -1.62151
H 0.05991 2.11783 0.05466
H -1.57300 1.90349 -0.14199
H 0.19318 -0.07281 -1.59617
H -1.20952 -0.48322 -0.54196
H 0.48242 0.39403 1.30939
H 1.13724 -1.63638 1.80826
H -0.23423 -2.09973 0.72601
H 1.32607 -2.04282 -0.03136
```

Values from the calculation:
Structure (SMILES): CCNC
Gap between HOMO and LUMO (eV): 9.838

Here are the Mulliken charges for atoms 1 to 8, given in e:
1 C -1.11
2 C -0.19
3 N -0.41
4 C -0.81
5 H 0.30
6 H 0.31
7 H 0.29
8 H 0.22

Q | Computed, not measured: a cluster of 2 separate species, C3H9N in total, with wB97M-V/def2-TZVPD.

Geometry as XYZ:
```
13
C3H9N wB97M-V/def2-TZVPD
C -1.13066 -0.75257 0.09246
C -1.64718 0.48526 0.00305
H -0.53419 -0.98166 0.85378
H -1.60350 -1.43219 -0.66784
H -1.22623 1.47770 0.33767
H -2.32053 0.66286 -0.81583
C 1.38088 0.66854 -0.05698
N 1.32790 -0.82972 -0.19843
H 1.74036 1.12621 -0.93604
H 0.36593 0.97932 0.38941
H 2.13207 0.85273 0.74522
H 1.18643 -1.26784 0.77591
H 0.32875 -0.98864 -0.52239
```

Values from the calculation:
Structure (SMILES): C=C.CN
Gap between HOMO and LUMO (eV): 10.242

Here are the Mulliken charges for atoms 1 to 8, given in e:
1 C -0.81
2 C -0.59
3 H 0.45
4 H 0.32
5 H 0.31
6 H 0.20
7 C -0.44
8 N -0.82

Least stable = Q

P | Computed, not measured: a cluster of 4 separate species, C3H12O3 in total, with wB97M-V/def2-TZVPD.

Geometry as XYZ:
```
18
C3H12O3 wB97M-V/def2-TZVPD
C 1.62540 0.34154 1.93388
C 1.48436 0.11076 0.64079
C 2.32268 -0.85882 -0.12628
H 0.98129 1.06895 2.41611
H 2.37226 -0.23043 2.47643
H 0.72768 0.67208 0.10917
H 2.04066 -1.89037 0.09458
H 2.22069 -0.70956 -1.20917
H 3.38310 -0.72077 0.10434
O -2.01518 -2.46478 0.07962
H -1.29416 -2.40553 -0.55953
H -2.41287 -3.30408 -0.18304
O -1.02400 0.83950 -2.12328
H -0.77790 1.73034 -2.38729
H -1.98364 0.80986 -2.11606
O -2.66481 2.68999 0.14318
H -1.87612 2.48272 0.65414
H -3.10943 1.83861 0.05242
```

Values from the calculation:
Structure (SMILES): C=CC.O.O.O
Gap between HOMO and LUMO (eV): 10.068

Here are the Mulliken charges for atoms 1 to 8, given in e:
1 C -0.84
2 C 0.27
3 C -1.10
4 H 0.24
5 H 0.27
6 H 0.24
7 H 0.26
8 H 0.29

Q | Computed, not measured: a cluster of 3 separate species, C3H12O3 in total, with wB97M-V/def2-TZVPD.

Geometry as XYZ:
```
18
C3H12O3 wB97M-V/def2-TZVPD
C -10.99252 23.62881 -17.48811
O -11.14733 24.96509 -17.98137
H -11.48747 23.56050 -16.51744
H -11.46923 22.96342 -18.20643
H -9.93463 23.39771 -17.35910
H -11.55047 25.50094 -17.28475
C -12.45515 27.88667 -16.77593
O -12.31656 26.69795 -16.00156
H -11.57643 27.99418 -17.41282
H -13.30013 27.81726 -17.47190
H -12.56825 28.79817 -16.18540
H -13.17434 26.53923 -15.59143
C -10.53242 23.75149 -13.43494
O -11.36932 24.37335 -12.45260
H -9.96160 22.94185 -12.96044
H -11.06944 23.30601 -14.26646
H -9.78333 24.44709 -13.82864
H -10.87005 24.31397 -11.63591
```

Values from the calculation:
Structure (SMILES): CO.CO.CO
Gap between HOMO and LUMO (eV): 10.633

Here are the Mulliken charges for atoms 1 to 8, given in e:
1 C -0.31
2 O -0.53
3 H 0.02
4 H 0.25
5 H 0.22
6 H 0.41
7 C -0.63
8 O -0.54

R | Computed, not measured: a cluster of 3 separate species, C3H12O3 in total, with wB97M-V/def2-TZVPD.

Geometry as XYZ:
```
18
C3H12O3 wB97M-V/def2-TZVPD
C 13.16582 11.94775 -26.59596
O 12.96057 11.49723 -25.26217
H 12.98197 11.07095 -27.21686
H 12.49134 12.76080 -26.86452
H 14.21181 12.24201 -26.68214
H 12.17071 10.95525 -25.19906
C 13.57004 14.29434 -19.93662
O 12.41994 14.29841 -20.71989
H 13.94303 13.28547 -19.76011
H 14.33543 14.86266 -20.46509
H 13.43414 14.78040 -18.97050
H 12.67891 14.01655 -21.60028
C 7.94163 10.61368 -23.39469
O 8.65282 9.47122 -23.24003
H 7.02810 10.64938 -22.80115
H 8.61383 11.47159 -23.37935
H 7.70434 10.64844 -24.45798
H 9.03668 9.52753 -22.36191
```

Values from the calculation:
Structure (SMILES): CO.CO.CO
Gap between HOMO and LUMO (eV): 10.822

Here are the Mulliken charges for atoms 1 to 8, given in e:
1 C -0.46
2 O -0.50
3 H 0.24
4 H 0.22
5 H 0.20
6 H 0.30
7 C -0.50
8 O -0.49

Least stable = R

P | Computed, not measured: the molecule C5H7N3, with wB97M-V/def2-TZVPD.

Geometry as XYZ:
```
15
C5H7N3 wB97M-V/def2-TZVPD
C 0.49850 -1.38556 0.86168
N 0.74720 -0.21030 0.05465
C 0.10944 1.00377 0.29776
N -0.07546 1.57508 1.52318
C -0.22356 1.34306 -0.97843
C 0.20272 0.03250 -1.52257
C -0.81436 -0.95391 -1.73481
N -1.59246 -1.79172 -1.85113
H 1.20403 -1.40736 1.69445
H -0.52884 -1.44963 1.24192
H 0.67597 -2.27066 0.24683
H -0.82997 2.23401 1.61163
H 0.12653 1.02391 2.34133
H -0.46396 2.25864 -1.47996
H 0.96422 -0.00182 -2.30654
```

Values from the calculation:
Structure (SMILES): CN1C(N)=C[C@@H]1C#N
Gap between HOMO and LUMO (eV): 8.881

Here are the Mulliken charges for atoms 1 to 8, given in e:
1 C -1.01
2 N -0.18
3 C 0.13
4 N -0.47
5 C -0.63
6 C 0.20
7 C 0.17
8 N -0.45

Q | Computed, not measured: the molecule C5H7N3, with wB97M-V/def2-TZVPD.

Geometry as XYZ:
```
15
C5H7N3 wB97M-V/def2-TZVPD
H -2.67869 -0.22166 0.78264
N -1.94942 -0.30367 0.10422
C -0.79416 -0.48659 0.56825
N -0.40530 -1.20608 1.66836
C 0.37371 0.01710 -0.16742
C 1.69847 -0.19457 0.35788
C 2.86563 -0.06532 0.72855
C 0.18994 0.72330 -1.28866
N -0.97187 1.15903 -1.81995
H 0.42319 -1.70399 1.62660
H -0.99357 -1.67701 2.29040
H 3.86256 0.24875 0.89457
H 1.02959 1.03763 -1.83553
H -0.85793 1.72354 -2.60837
H -1.79217 0.94953 -1.30154
```

Values from the calculation:
Structure (SMILES): [H]/N=C(N)/C(C#C)=C\N
Gap between HOMO and LUMO (eV): 8.761

Here are the Mulliken charges for atoms 1 to 8, given in e:
1 H 0.22
2 N -0.75
3 C 0.61
4 N -0.39
5 C 0.07
6 C -0.87
7 C -0.14
8 C -0.10

R | Computed, not measured: the molecule C5H7N3, with wB97M-V/def2-TZVPD.

Geometry as XYZ:
```
15
C5H7N3 wB97M-V/def2-TZVPD
C 2.42904 0.20087 -0.65020
C 1.64278 -0.63786 0.36285
C 0.40064 -0.92521 -0.31321
N 0.35044 -0.11998 0.97399
N 0.01246 1.15817 0.71443
C -1.09636 1.24384 -0.29094
C -2.01313 0.01770 -0.35408
N -2.71373 -0.89678 -0.06944
H 2.63161 1.34911 -0.35146
H 3.40812 -0.31605 -0.98417
H 1.78801 0.36831 -1.38250
H 2.07869 -1.40816 1.12464
H 0.13464 -0.82533 -1.34463
H -0.22706 -1.73450 -0.09907
H -1.53604 2.18070 -0.82218
```

Values from the calculation:
Structure (SMILES): C[C@@H]1CN1/N=C\C#N
Gap between HOMO and LUMO (eV): 8.526

Here are the Mulliken charges for atoms 1 to 8, given in e:
1 C -1.15
2 C 0.62
3 C -1.35
4 N -0.07
5 N -0.32
6 C -0.19
7 C 0.47
8 N -0.45

Least stable = R

P | Computed, not measured: the molecule C5H7N3, with wB97M-V/def2-TZVPD.

Geometry as XYZ:
```
15
C5H7N3 wB97M-V/def2-TZVPD
H 0.51199 1.77344 0.57685
N 1.52515 1.53995 0.42734
C 1.63926 0.44240 -0.12593
C 2.81750 -0.26858 -0.27868
N 3.95777 -0.75774 0.07698
N 0.47452 -0.38009 -0.27962
C -0.86908 -0.02185 -0.04197
C -1.09531 1.37299 -0.21393
C -1.62291 -1.30737 0.18256
H 0.67919 -1.30316 -0.24410
H -2.03009 1.73635 -0.63730
H -0.18205 1.99302 -0.47137
H -2.74926 -0.89030 0.69318
H -1.25389 -1.93790 1.12707
H -1.80278 -1.99114 -0.79109
```

Values from the calculation:
Structure (SMILES): [H]/N=C(/C#N)NC(=C)C
Gap between HOMO and LUMO (eV): 8.708

Here are the Mulliken charges for atoms 1 to 8, given in e:
1 H 0.38
2 N -0.69
3 C 0.61
4 C 0.07
5 N -0.42
6 N -0.27
7 C 0.68
8 C -1.05

Q | Computed, not measured: a structure of composition C5H7N3, with wB97M-V/def2-TZVPD.

Geometry as XYZ:
```
15
C5H7N3 wB97M-V/def2-TZVPD
C -0.54834 -0.30245 0.19311
C 0.60154 -1.38238 0.12298
C 1.87820 -0.95945 -0.08396
C 1.17400 1.33613 -0.12216
C -0.17746 1.08753 0.21824
H -2.55334 1.47023 -0.29435
H -3.75934 -0.24048 -0.63519
H 0.27050 -2.41586 0.43769
H 2.78403 -1.51282 -0.02959
H 3.04030 0.66109 -0.32375
H 1.41602 2.33719 -0.11358
H -0.95742 1.74996 0.86719
N -2.86942 0.20955 0.00246
N -1.78580 -0.71344 -0.18624
N 2.11116 0.40022 -0.08447
```

Values from the calculation:
Gap between HOMO and LUMO (eV): 7.590

Here are the Mulliken charges for atoms 1 to 8, given in e:
1 C 0.78
2 C -0.47
3 C -0.29
4 C -0.44
5 C -0.55
6 H 0.25
7 H 0.26
8 H 0.30

Least stable = P